[1]
DFT (ωB97M-V with the def2-TZVPD basis set) results for a molecular structure, C44H37AsIrN3PS3.

Properties
ΔE to the lowest compared entry with this formula, charge and spin in kJ/mol: 0.0
Total charge: +1
HOMO-LUMO gap in eV: 6.32
Energy in Ha: -5739.128503

XYZ file:
```
90
Properties=species:S:1:pos:R:3:forces:R:3
Ir 0.07600 -0.00471 0.03837 -0.16 0.09 -0.49
C -0.82202 4.99247 -1.35301 0.01 0.03 -0.06
S -1.80034 4.32965 0.00180 -0.07 0.16 0.00
C -1.23726 2.70102 0.11058 0.29 -0.25 0.22
S 0.17206 2.18685 -0.76811 -0.12 0.10 0.15
N -1.92790 1.98594 0.96894 -0.11 0.10 0.02
N -1.47460 0.71480 1.10602 0.11 -0.10 -0.05
C -2.07198 -0.11266 1.89066 -0.06 -0.01 0.01
C -1.59041 -1.49281 1.86735 -0.04 -0.08 0.08
C -2.16190 -2.51181 2.61479 -0.08 0.09 0.08
C -1.66588 -3.80092 2.49653 0.01 -0.04 0.00
C -0.60423 -4.04545 1.64062 -0.04 0.03 0.04
C -0.06702 -2.98620 0.92988 0.06 0.03 0.11
N -0.55221 -1.75076 1.03627 0.14 0.13 -0.06
H -1.14878 6.02624 -1.45915 0.01 -0.02 -0.01
H -1.02782 4.44900 -2.27431 0.01 0.02 0.03
H 0.24108 4.97015 -1.12386 -0.02 0.02 0.00
H -2.91512 0.20820 2.49177 0.00 -0.05 -0.03
H -2.98885 -2.28608 3.27610 0.03 -0.02 -0.03
H -2.10390 -4.60668 3.07127 -0.01 0.02 -0.01
H -0.18576 -5.03572 1.52422 0.00 0.03 0.01
H 0.77808 -3.09826 0.26100 0.01 0.01 -0.04
S 1.80849 -1.02790 -1.22979 0.01 0.02 0.07
C 1.20210 -1.23500 -2.87227 -0.13 -0.07 -0.05
C 2.11773 -1.66719 -3.83867 0.01 -0.04 -0.06
C 1.70135 -1.96394 -5.12287 0.05 0.00 0.02
C 0.36179 -1.84710 -5.48476 -0.01 0.00 -0.01
C -0.54994 -1.40547 -4.54654 0.00 0.01 0.03
C -0.13010 -1.08252 -3.25575 -0.02 0.08 0.01
As -1.38328 -0.44531 -1.95235 0.42 -0.26 0.22
C -2.76188 -1.80906 -1.95113 -0.04 0.10 -0.01
C -2.44353 -3.07394 -1.46481 0.15 -0.04 0.04
C -3.38244 -4.09294 -1.49706 -0.01 0.00 -0.01
C -4.64608 -3.85597 -2.02331 0.00 0.04 0.00
C -4.96124 -2.60050 -2.52346 -0.01 -0.05 0.01
C -4.02292 -1.57678 -2.49068 -0.02 -0.01 0.07
C -2.26019 1.08733 -2.70957 -0.08 0.01 0.06
C -3.33279 1.63974 -2.01381 -0.05 0.03 -0.05
C -3.96202 2.77609 -2.50139 0.02 0.00 -0.04
C -3.51949 3.35983 -3.68247 -0.02 -0.02 0.01
C -2.44920 2.80762 -4.37401 -0.01 0.00 0.01
C -1.81430 1.67231 -3.88741 0.03 0.04 -0.03
H 3.15953 -1.77862 -3.56311 -0.02 0.00 -0.01
H 2.42828 -2.29901 -5.85244 -0.01 0.01 0.02
H 0.03898 -2.09592 -6.48646 0.00 0.00 0.00
H -1.59791 -1.31096 -4.80895 0.00 0.01 -0.02
H -1.44748 -3.27845 -1.08333 -0.14 0.04 -0.10
H -3.12372 -5.07526 -1.12185 -0.01 0.01 -0.01
H -5.37965 -4.65160 -2.05307 0.02 0.02 0.00
H -5.93979 -2.41391 -2.94733 0.02 -0.01 0.01
H -4.28293 -0.60524 -2.88935 0.01 -0.01 -0.01
H -3.68008 1.19071 -1.08907 0.01 0.02 -0.02
H -4.79243 3.20702 -1.95681 0.02 -0.01 -0.01
H -4.01231 4.24493 -4.06558 0.01 -0.02 0.01
H -2.10517 3.25985 -5.29567 -0.01 0.00 0.02
H -0.97032 1.25445 -4.42229 -0.02 0.01 0.01
C 0.11795 2.71565 5.33934 0.01 -0.03 0.01
C 0.62070 1.43620 5.52414 -0.03 0.03 0.01
C 1.10049 0.70663 4.44321 -0.08 0.01 0.07
C 1.06431 1.25325 3.16393 0.11 0.13 -0.02
C 0.58974 2.55524 2.99100 -0.02 0.05 0.04
C 0.11361 3.28028 4.06994 -0.01 -0.02 -0.02
P 1.72116 0.46275 1.66488 -0.15 -0.29 -0.04
C 2.52382 -1.07718 2.19449 0.07 0.06 0.02
C 3.76343 -1.42376 1.65899 0.00 -0.04 0.02
C 4.36178 -2.62859 2.00065 0.01 0.02 -0.01
C 3.73822 -3.49022 2.89056 -0.01 0.00 0.02
C 2.50382 -3.15150 3.42909 -0.01 -0.02 0.00
C 1.89415 -1.95777 3.07438 -0.01 -0.18 -0.08
C 3.09864 1.55525 1.21811 -0.07 0.00 -0.11
C 3.89789 2.05259 2.24796 0.02 0.03 0.02
C 4.98504 2.85796 1.95531 0.02 0.02 0.02
C 5.27834 3.17833 0.63520 -0.02 0.00 -0.02
C 4.48646 2.68579 -0.39105 0.01 -0.02 0.03
C 3.39836 1.87167 -0.10289 0.08 -0.01 0.01
H -0.25353 3.27953 6.18543 0.01 -0.01 -0.01
H 0.65213 1.00208 6.51547 0.00 0.02 -0.01
H 1.51197 -0.27829 4.61406 0.01 0.23 0.08
H 0.63757 3.02264 2.01394 -0.07 -0.03 -0.02
H -0.25054 4.28869 3.91855 0.01 -0.03 0.01
H 4.26475 -0.75470 0.97184 0.00 0.01 0.00
H 5.32274 -2.88757 1.57473 -0.02 0.01 0.01
H 4.21423 -4.42232 3.16804 -0.01 0.02 -0.01
H 2.01200 -3.81781 4.12761 0.02 0.01 -0.02
H 0.92488 -1.71546 3.49401 -0.01 -0.13 -0.13
H 3.66915 1.81620 3.28103 0.00 0.00 -0.03
H 5.60187 3.24020 2.75865 -0.01 -0.01 -0.02
H 6.12540 3.81344 0.40907 -0.01 -0.01 0.00
H 4.71404 2.92933 -1.42100 0.00 -0.01 0.02
H 2.80717 1.46188 -0.90903 0.00 0.00 0.01
```
Positions in Å, forces in eV/Å.


[2]
DFT (ωB97M-V with the def2-TZVPD basis set) results for 2 unconnected molecules or ions with the total composition C4H9NO.

Properties
ΔE to the lowest compared entry with this formula, charge and spin in kJ/mol: 171.9
Total charge: +1
Multiplicity: 2
HOMO-LUMO gap (spin up / spin down) in eV: 9.12 / 5.24
Expectation value of S²: 0.7654
Energy in Ha: -287.435310

XYZ file:
```
15
Properties=species:S:1:pos:R:3:forces:R:3
C 0.83937 0.42682 -2.27617 0.45 -0.03 0.49
C -0.49671 0.25266 -1.99874 -2.25 1.15 0.14
N -1.22670 0.56485 -0.92292 0.68 -2.23 0.15
H 1.56994 0.61158 -1.49577 0.08 0.09 -0.29
H 1.07666 0.32462 -3.32315 0.55 -0.02 0.06
H -1.15799 0.02146 -2.83003 0.25 -0.31 -0.09
H -0.88808 0.57226 0.04463 0.47 0.54 -0.29
H -2.11340 0.06079 -0.91594 -0.33 0.73 -0.16
C 0.98502 0.40612 1.80247 0.55 -1.57 -0.88
C 0.32335 -0.73792 2.04092 -0.81 1.50 1.90
O -0.94465 -0.99836 1.57982 0.32 -0.35 -0.78
H 1.85562 0.59403 2.40953 0.16 -0.01 -0.08
H 0.95588 0.93274 0.85258 -0.51 0.45 0.36
H 0.55012 -1.30673 2.94108 0.27 -0.08 -0.25
H -1.32844 -1.72493 2.09170 0.12 0.15 -0.29
```
Positions in Å, forces in eV/Å.


[3]
DFT (ωB97M-V with the def2-TZVPD basis set) results for a molecular structure, C56H56InO3P2SSi2.

Properties
ΔE to the lowest compared entry with this formula, charge and spin in kJ/mol: 0.0
Total charge: +1
HOMO-LUMO gap in eV: 7.89
Energy in Ha: -4243.246989

XYZ file:
```
121
Properties=species:S:1:pos:R:3:forces:R:3
In -0.06928 -0.65170 -1.37303 0.23 0.06 0.19
O 0.96382 -0.78548 0.81031 -0.26 0.18 -0.23
S 0.48414 0.52898 1.43784 -0.13 -0.11 0.22
C -0.35708 0.01079 2.91363 0.16 -0.06 0.03
C 0.39529 -0.69913 3.82617 -0.03 -0.01 0.06
C -0.10666 -1.08356 5.08143 0.00 0.00 -0.05
C -1.37773 -0.69115 5.40814 0.00 0.01 0.01
C -2.18476 -0.87860 6.66784 -0.01 -0.01 0.02
C -3.54277 -0.18162 6.38154 0.00 -0.01 0.01
C -3.43646 0.29834 4.95518 -0.03 0.02 0.01
C -4.32890 0.92754 4.13548 0.05 -0.02 0.00
C -3.94940 1.16518 2.79652 -0.01 -0.07 -0.01
C -2.70845 0.85161 2.27965 -0.02 0.00 -0.01
P -2.44230 0.91790 0.46368 -0.08 0.02 -0.06
C -2.27530 2.71264 0.17951 0.07 0.02 0.02
C -1.74667 3.52433 1.18171 -0.01 0.00 -0.01
C -1.48859 4.86840 0.94604 0.00 0.00 0.01
C -1.77053 5.42244 -0.29185 0.00 0.00 0.00
C -2.29959 4.62339 -1.29769 -0.01 0.00 0.01
C -2.53550 3.27842 -1.06942 0.01 0.01 -0.03
C -4.11288 0.46225 -0.12610 0.01 0.01 -0.03
C -4.42091 -0.89700 -0.04595 0.03 -0.01 -0.01
C -5.65152 -1.37391 -0.46326 -0.01 -0.01 -0.01
C -6.59324 -0.49458 -0.98195 0.00 0.00 0.00
C -6.30217 0.85839 -1.05675 0.01 0.00 0.01
C -5.07176 1.33788 -0.62460 0.00 0.02 0.00
C -1.72602 0.31200 3.15800 0.02 0.03 -0.02
C -2.15543 -0.00621 4.45740 0.00 0.00 0.01
C 1.92912 1.31508 2.10933 0.10 -0.06 -0.09
C 1.79985 1.95884 3.31855 0.03 0.05 0.00
C 2.85804 2.64668 3.93845 -0.03 -0.02 0.02
C 4.06945 2.63484 3.31735 0.00 -0.01 -0.02
C 5.38792 3.23082 3.73650 0.02 -0.01 0.02
C 6.36328 2.88103 2.58655 0.00 0.02 0.00
C 5.51794 2.14876 1.57849 -0.01 0.01 0.01
C 5.82851 1.66271 0.34490 -0.02 -0.02 -0.01
C 4.79399 1.07702 -0.40124 0.02 0.03 -0.01
C 3.49154 0.91298 0.03878 -0.01 -0.02 0.02
P 2.43728 0.30322 -1.34059 -0.05 0.03 -0.04
C 2.70910 1.62840 -2.55433 -0.04 0.00 0.02
C 2.07133 2.83748 -2.27507 -0.01 0.00 0.02
C 2.20693 3.91226 -3.13766 0.01 0.01 0.00
C 2.97831 3.78566 -4.28614 -0.02 0.00 0.01
C 3.61793 2.58687 -4.56213 0.00 0.00 0.00
C 3.48537 1.50770 -3.69913 0.05 0.02 -0.01
C 3.27823 -1.19466 -1.93384 0.00 0.00 -0.03
C 4.14468 -1.93043 -1.13028 0.00 0.01 0.02
C 4.66625 -3.13144 -1.58791 -0.01 0.01 0.00
C 4.32732 -3.60572 -2.84594 0.00 0.00 -0.01
C 3.45275 -2.88337 -3.64611 0.00 -0.01 -0.01
C 2.92136 -1.68684 -3.19188 0.02 -0.03 0.00
C 3.15229 1.36827 1.35851 -0.01 -0.01 0.02
C 4.20008 2.00830 2.05843 0.04 0.04 0.00
H 1.42027 -0.94261 3.57393 0.01 0.00 0.01
H 0.51796 -1.64327 5.76411 0.01 -0.01 0.01
H -1.67354 -0.44447 7.52769 0.00 0.00 0.00
H -2.31559 -1.94004 6.88301 0.01 0.00 0.00
H -3.71605 0.65507 7.05958 0.00 0.00 0.00
H -4.38290 -0.86555 6.50364 0.00 0.00 0.01
H -5.32233 1.19765 4.46816 -0.01 0.00 0.00
H -4.69460 1.57431 2.12479 -0.01 0.00 0.01
H -1.54652 3.11281 2.16400 -0.01 0.00 0.01
H -1.07947 5.48320 1.73700 0.00 0.00 0.01
H -1.58601 6.47306 -0.47284 0.01 0.01 0.00
H -2.52397 5.04935 -2.26701 0.00 0.00 -0.01
H -2.91170 2.66190 -1.87441 0.00 0.00 0.01
H -3.69136 -1.58502 0.36909 -0.01 -0.02 0.01
H -5.87604 -2.42989 -0.38676 0.00 -0.01 0.00
H -7.55223 -0.86304 -1.32023 -0.01 -0.01 0.00
H -7.03694 1.54998 -1.44708 -0.01 0.01 0.00
H -4.87290 2.39997 -0.67044 0.01 0.00 0.00
H 0.84957 1.92290 3.83181 -0.02 0.00 0.01
H 2.69945 3.13482 4.89058 0.00 0.00 0.01
H 5.71610 2.81653 4.69032 0.00 0.00 0.00
H 5.29471 4.30840 3.87601 0.00 0.00 0.00
H 7.18561 2.25228 2.92988 0.00 -0.01 0.00
H 6.81048 3.77155 2.14409 0.00 0.00 0.00
H 6.82013 1.74562 -0.07880 0.02 0.00 -0.01
H 5.04005 0.75139 -1.40511 0.01 0.00 0.00
H 1.45515 2.93947 -1.38655 0.01 -0.01 -0.01
H 1.70857 4.84643 -2.91465 0.00 0.01 0.00
H 3.08109 4.62197 -4.96422 0.00 0.01 -0.01
H 4.22338 2.48761 -5.45304 0.00 0.00 -0.01
H 3.99110 0.57788 -3.92535 -0.01 0.00 0.00
H 4.40655 -1.57450 -0.14284 0.01 0.00 0.00
H 5.33563 -3.69902 -0.95579 0.01 -0.01 0.01
H 4.73953 -4.54062 -3.20091 0.00 -0.01 -0.01
H 3.17747 -3.25151 -4.62557 0.00 0.00 -0.01
H 2.23366 -1.13223 -3.81721 -0.02 0.01 -0.01
O 0.30260 0.14486 -3.64872 -0.02 -0.17 -0.11
C -0.32830 1.15098 -3.28843 0.01 0.01 -0.07
O -0.74224 1.28067 -2.09237 -0.12 0.06 0.01
H -0.56077 1.95228 -4.00025 0.08 0.03 0.02
C -2.87708 -1.21116 -3.79983 0.02 0.00 0.04
Si -1.81718 -2.69091 -3.33160 -0.03 -0.02 0.06
C -2.91073 -4.20465 -3.47645 0.01 0.01 -0.03
C -0.37287 -2.93718 -4.49345 -0.02 -0.04 0.02
C -1.27111 -2.41196 -1.54291 0.11 0.07 0.05
Si -0.61638 -3.77425 -0.40763 -0.02 0.01 -0.08
C -1.27186 -5.47148 -0.84730 0.01 0.02 -0.01
C 1.25318 -3.83056 -0.48687 -0.02 0.01 0.02
C -1.18832 -3.40066 1.33893 -0.02 -0.02 -0.02
H -2.99672 -1.11043 -4.87955 0.00 -0.03 -0.03
H -2.47270 -0.27258 -3.42038 -0.01 0.05 -0.01
H -3.87220 -1.32667 -3.36177 -0.02 0.00 0.01
H -3.37280 -4.20852 -4.46672 -0.02 0.02 -0.02
H -3.71429 -4.21534 -2.73846 -0.02 0.02 0.04
H -2.34574 -5.12961 -3.37719 -0.01 -0.04 0.00
H -0.75053 -3.24819 -5.47017 0.01 -0.01 -0.02
H 0.28220 -3.73234 -4.12743 0.03 -0.01 0.00
H 0.21545 -2.03256 -4.63476 0.01 0.03 0.02
H -2.18401 -2.02357 -1.06944 -0.04 -0.07 0.03
H -0.89777 -5.82725 -1.80739 0.02 -0.01 -0.03
H -2.36163 -5.49793 -0.87818 -0.02 -0.01 0.00
H -0.94258 -6.18198 -0.08573 0.01 -0.01 0.03
H 1.61398 -3.83480 -1.51934 0.00 -0.01 -0.02
H 1.63247 -4.73285 -0.00274 0.01 -0.03 0.01
H 1.69643 -2.97464 0.02566 0.00 0.01 0.00
H -2.27576 -3.48759 1.41315 -0.02 0.02 0.00
H -0.89654 -2.40038 1.65868 0.00 0.05 0.01
H -0.75868 -4.11314 2.04667 0.02 -0.02 0.01
```
Positions in Å, forces in eV/Å.


[4]
DFT (ωB97M-V with the def2-TZVPD basis set) results for a single C5H8O molecule.

Properties
ΔE to the lowest compared entry with this formula, charge and spin in kJ/mol: 473.0
HOMO-LUMO gap in eV: 8.41
Energy in Ha: -270.377727

XYZ file:
```
14
Properties=species:S:1:pos:R:3:forces:R:3
C -1.47978 -0.25626 -0.20170 -0.02 -0.28 0.03
C -1.20179 1.25062 0.00253 0.05 0.32 0.09
C -0.35842 -0.87491 0.54455 0.05 -0.15 -0.18
C 0.84684 -0.97063 -0.24155 -0.39 0.03 -0.12
C 2.04343 -0.39468 0.45485 0.21 0.25 0.16
O 1.91199 -1.76342 0.30409 0.12 -0.17 0.07
H -1.51057 -0.49748 -1.27316 0.04 0.07 0.03
H -2.44041 -0.52861 0.24356 0.13 0.11 -0.01
H -2.12684 1.81502 0.10257 -0.04 -0.06 -0.07
H -0.62601 1.66912 -0.82361 0.01 -0.10 0.06
H -0.63591 1.40942 0.92442 -0.03 0.06 -0.01
H 0.86183 -0.93983 -1.33461 0.00 -0.02 0.06
H 2.78721 0.09686 -0.16905 -0.12 -0.03 -0.01
H 1.92843 -0.01522 1.46711 -0.02 -0.04 -0.10
```
Positions in Å, forces in eV/Å.


[5]
DFT (ωB97M-V with the def2-TZVPD basis set) results for a molecular structure, CH3IS.

Properties
ΔE to the lowest compared entry with this formula, charge and spin in kJ/mol: 81.8
HOMO-LUMO gap in eV: 9.53
Energy in Ha: -735.723926

XYZ file:
```
6
Properties=species:S:1:pos:R:3:forces:R:3
C -0.06614 0.46148 0.13236 1.87 0.74 3.87
S 0.98973 -1.08155 0.03346 -0.33 0.58 -0.47
I -2.13403 0.18509 -0.03533 -0.37 -0.05 -0.16
H 0.17044 0.71767 1.45511 -0.77 -0.74 -4.25
H 0.22994 1.42010 -0.38960 -0.10 -1.57 0.29
H 0.81007 -1.70279 -1.19602 -0.31 1.04 0.71
```
Positions in Å, forces in eV/Å.


no.,strongest force on any atom (eV/A)
1,0.55
2,2.55
3,0.39
4,0.41
5,4.39